Entry 1:
Below is C32H46Ge3N2O8S2Ti as an isolated structure at a distorted geometry, with properties calculated with ωB97M-V with the def2-TZVPD basis set.

Results
HOMO level (spin up / spin down)	0.09 / 0.09	eV
ΔE to the lowest compared entry with this formula, charge and spin	0.00	kJ/mol
E	-267623.9233	eV
charge	-2

The geometry in XYZ format:
```
94
Properties=species:S:1:pos:R:3:forces:R:3
Ti 1.457 -1.344 0.402 -0.428 0.294 -2.395
O -0.285 -3.271 3.895 0.178 -0.255 0.058
S 0.498 -2.203 3.327 -0.515 0.018 -0.245
O 0.057 -0.872 3.660 0.083 0.080 0.038
O 0.664 -2.394 1.855 -0.564 -0.718 1.770
C 2.121 -2.292 4.095 -0.107 0.247 0.105
C 2.196 -3.048 5.251 0.087 0.015 0.004
C 3.319 -2.971 6.070 -0.221 -0.190 0.088
C 4.358 -2.130 5.744 0.225 0.220 -0.114
C 4.305 -1.384 4.568 -0.006 -0.029 0.132
C 3.193 -1.456 3.751 0.003 -0.239 -0.260
S 3.375 -0.746 2.118 0.301 0.264 0.482
O 4.495 0.144 2.163 0.134 0.115 0.150
O 3.490 -1.928 1.274 0.117 -0.012 0.180
O 2.085 -0.065 1.776 0.727 0.693 1.091
H 1.356 -3.681 5.498 -0.001 0.018 0.026
H 3.365 -3.566 6.974 -0.011 -0.008 -0.018
H 5.226 -2.057 6.389 0.007 0.001 -0.024
H 5.125 -0.751 4.259 0.012 -0.006 0.035
O 2.488 -0.666 -0.942 0.652 -0.837 -0.403
N 3.146 -1.514 -1.752 -0.433 -0.004 -0.071
N 2.626 -2.799 -1.479 0.123 0.432 -0.098
O 1.593 -2.918 -0.607 0.615 -0.143 -0.386
C 3.090 -3.893 -2.106 0.000 -0.161 -0.109
C 4.105 -3.777 -3.087 -0.016 -0.087 0.048
C 4.593 -4.914 -3.704 -0.003 0.072 -0.014
C 4.114 -6.185 -3.395 -0.046 -0.015 0.060
C 3.103 -6.290 -2.438 0.035 0.003 -0.036
C 2.586 -5.180 -1.801 0.030 0.051 -0.039
H 4.476 -2.793 -3.330 0.024 -0.003 -0.009
H 5.368 -4.805 -4.457 0.014 0.012 0.014
H 4.516 -7.066 -3.880 -0.013 -0.001 -0.016
H 2.709 -7.269 -2.181 -0.011 0.003 0.007
H 1.803 -5.268 -1.063 0.002 0.000 0.007
C -3.366 -2.150 -1.390 0.076 -0.048 0.058
C -2.115 -2.084 -0.512 -0.144 0.131 -0.021
Ge -0.589 -0.910 -1.111 -0.969 -0.035 0.029
C -0.093 -1.699 -2.876 0.144 0.102 -0.261
C -0.915 -1.398 -4.133 0.034 -0.044 0.073
C -1.573 0.731 -1.785 0.347 -0.175 -0.142
C -1.537 2.035 -1.477 -0.152 0.337 -0.165
Ge -0.567 2.558 0.145 0.111 -0.040 0.284
C 1.360 2.438 -0.180 0.099 0.004 -0.138
C 1.945 3.529 -1.079 -0.026 -0.058 0.063
C -0.934 4.305 1.020 -0.064 0.161 -0.099
C -0.949 5.677 0.345 0.028 -0.034 0.039
C -2.091 3.049 -2.430 -0.006 -0.220 0.185
C -3.181 2.773 -3.262 -0.172 -0.023 0.034
C -3.637 3.697 -4.188 0.011 0.011 0.018
C -3.022 4.938 -4.310 -0.035 -0.037 -0.032
C -1.949 5.236 -3.486 0.052 -0.048 0.083
C -1.499 4.303 -2.559 0.142 0.069 -0.119
H -4.160 -2.768 -0.951 0.005 0.007 0.003
H -3.132 -2.575 -2.367 -0.008 -0.007 -0.029
H -3.786 -1.156 -1.562 -0.028 0.065 0.005
H -1.676 -3.081 -0.407 0.026 -0.004 0.016
H -2.378 -1.770 0.505 -0.042 -0.002 -0.011
H -0.047 -2.777 -2.705 -0.038 -0.027 0.028
H 0.941 -1.390 -3.057 0.013 -0.057 0.008
H -1.978 -1.615 -4.006 -0.030 0.005 0.005
H -0.560 -1.991 -4.983 -0.009 0.002 -0.016
H -0.834 -0.348 -4.424 -0.004 0.035 0.010
H -2.045 0.510 -2.745 -0.114 -0.029 -0.037
H 1.544 1.458 -0.626 0.036 0.100 0.031
H 1.860 2.428 0.792 -0.015 0.015 -0.009
H 1.507 3.495 -2.079 -0.013 0.005 -0.031
H 3.025 3.404 -1.195 0.000 -0.007 -0.015
H 1.773 4.530 -0.673 0.006 0.019 -0.003
H -0.174 4.303 1.811 -0.028 -0.011 0.024
H -1.885 4.157 1.529 -0.068 0.039 0.081
H -0.013 5.896 -0.172 -0.003 -0.007 -0.025
H -1.097 6.468 1.088 0.007 0.008 -0.003
H -1.755 5.761 -0.384 0.000 0.007 0.019
H -3.687 1.820 -3.172 0.034 -0.011 0.021
H -4.484 3.448 -4.817 -0.002 0.001 -0.003
H -3.372 5.658 -5.040 -0.020 0.006 0.013
H -1.454 6.197 -3.561 0.016 -0.006 -0.004
H -0.642 4.541 -1.944 0.004 0.000 -0.011
C -2.875 -0.095 3.808 0.004 -0.133 0.017
Ge -2.774 1.281 2.428 -0.001 0.027 0.032
C -4.183 0.974 1.104 -0.060 -0.024 -0.131
C -3.304 2.930 3.371 0.042 0.130 0.033
C -1.001 1.351 1.625 0.022 -0.005 0.114
H -3.917 -0.258 4.091 -0.043 0.019 0.009
H -2.311 0.219 4.687 0.005 -0.045 -0.026
H -2.440 -1.034 3.465 -0.064 0.036 0.034
H -5.075 1.552 1.360 -0.002 -0.022 0.003
H -4.453 -0.081 1.060 0.008 -0.053 -0.026
H -3.838 1.273 0.115 -0.024 0.017 -0.061
H -4.123 2.679 4.050 -0.001 0.003 0.005
H -3.655 3.701 2.686 -0.009 0.021 0.002
H -2.483 3.340 3.962 -0.005 0.005 -0.004
H -0.774 0.324 1.326 -0.040 0.018 -0.008
H -0.285 1.566 2.426 -0.025 -0.023 -0.008
```
Forces are in eV/Å.

Atom charges from the Mulliken analysis, given in e for atoms 1 to 5: atom 1 (Ti): 0.247, atom 2 (O): -0.804, atom 3 (S): 1.646, atom 4 (O): -0.623, atom 5 (O): -0.705

---

Entry 2:
Below is an isolated ion of composition C2HN2O3S and charge -1 at a distorted geometry, with properties calculated with ωB97M-V with the def2-TZVPD basis set.

Results
HOMO level (spin up / spin down)	-4.17 / -3.79	eV
ΔE to the lowest compared entry with this formula, charge and spin	557.69	kJ/mol
E	-22043.1766	eV
charge	-1

The geometry in XYZ format:
```
9
Properties=species:S:1:pos:R:3:forces:R:3
C 1.018 0.106 -0.004 -2.968 0.494 0.016
C 0.094 -0.095 1.213 -0.894 -0.777 -0.058
N 1.375 -1.147 -0.392 1.316 -4.056 -0.281
N 0.676 -1.929 0.233 -0.023 1.193 0.216
O -1.690 1.844 0.146 1.271 -2.692 0.368
O -2.178 -0.494 -0.416 0.892 0.310 0.485
O 0.094 0.531 -1.016 -0.276 0.921 -0.060
S -1.167 0.439 0.057 -1.968 2.253 -0.678
H 1.778 0.746 0.179 2.651 2.354 -0.009
```
Forces are in eV/Å.

Atom charges from the natural (NBO) analysis, given in e for atoms 1 to 5: atom 1 (C): 0.058, atom 2 (C): -0.526, atom 3 (N): -0.226, atom 4 (N): -0.045, atom 5 (O): -0.956

---

Entry 3:
Below is a single C9H13NO2S2 molecule at a distorted geometry, with properties calculated with ωB97M-V with the def2-TZVPD basis set.

Results
HOMO level (spin up / spin down)	-7.86 / -7.85	eV
ΔE to the lowest compared entry with this formula, charge and spin	484.57	kJ/mol
E	-36794.2323	eV

The geometry in XYZ format:
```
27
Properties=species:S:1:pos:R:3:forces:R:3
C -0.754 -3.391 0.813 -0.248 3.692 0.727
C -0.555 -2.391 -0.173 0.424 1.564 1.437
C -0.889 -2.852 2.062 1.356 2.135 -2.480
C -0.457 -1.106 0.352 0.494 -1.483 -0.810
C -0.534 2.787 1.359 -1.049 -1.938 1.427
C -1.227 0.886 -0.917 1.439 -0.803 -1.370
C -0.140 0.029 -0.562 0.271 1.979 1.201
C 1.605 1.329 -1.709 1.091 0.820 -3.172
C 2.236 -0.498 -0.319 -0.140 1.069 -2.276
N 1.155 0.406 -0.740 -1.709 -2.130 1.433
O -2.608 1.124 1.719 1.397 -0.528 -0.173
O -2.832 2.792 -0.012 2.547 -1.065 0.893
S -0.589 -1.114 2.074 -0.440 -1.175 -0.614
S -1.876 1.990 0.818 -2.358 2.826 -0.601
H -0.952 -4.339 0.551 -0.446 -3.428 -0.556
H -0.334 -2.513 -1.200 -0.189 -0.536 -0.928
H -1.025 -3.325 2.953 -0.508 -1.217 2.263
H 0.149 2.410 2.146 -0.912 -0.042 -0.578
H -0.135 3.369 0.607 0.764 1.363 -1.412
H -0.961 1.615 -1.727 -0.657 -0.421 1.074
H -2.102 0.295 -1.123 -0.575 0.123 0.075
H 2.771 1.365 -1.615 -2.383 0.736 -0.073
H 1.445 0.814 -2.757 0.237 1.138 1.603
H 1.058 2.332 -1.742 1.109 -1.415 0.368
H 2.878 -0.591 -1.204 -0.092 -0.512 0.173
H 2.820 0.005 0.383 0.887 0.508 1.632
H 1.852 -1.427 -0.039 -0.309 -1.264 0.736
```
Forces are in eV/Å.

Atom charges from the natural (NBO) analysis, given in e for atoms 1 to 5: atom 1 (C): -0.255, atom 2 (C): -0.240, atom 3 (C): -0.357, atom 4 (C): -0.300, atom 5 (C): -1.012